Below is a cluster of 7 separate species, H14O6S2 in total, with properties calculated with ωB97M-V with the def2-TZVPD basis set.

Properties
Relative energy (zero: lowest compared OMol25 entry of this formula, charge and spin)   176.2 kJ/mol
LUMO level   0.0060 Eh
DFT total energy   -1256.1579 hartree

Atoms and positions in Å:
S -1.007 -1.919 -0.572
S 0.349 -3.410 -0.414
H -0.752 -1.392 -1.800
H -0.077 -4.404 -1.243
H 0.647 1.337 2.186
H 1.490 2.539 1.838
O 0.508 2.259 1.901
H -1.274 1.003 2.218
H -1.905 0.279 3.299
O -1.852 0.279 2.438
H -0.153 1.006 -3.356
H -0.017 1.707 -1.966
O -0.043 0.855 -2.435
H -1.580 2.810 -1.329
H -0.770 3.660 -0.206
O -1.134 3.584 -1.139
H 3.143 3.063 -0.029
H 3.062 1.685 -0.739
O 2.549 2.422 -0.452
H -0.057 -0.158 1.246
H 1.420 -0.232 0.738
O 0.890 -0.355 1.552

Atomic forces in eV per Å
-0.9 0.2 -0.6
0.9 -0.5 -0.1
0.2 -0.2 0.4
-0.3 0.5 0.2
0.1 0.0 -0.2
-2.5 -0.4 -0.1
2.4 0.8 0.4
0.0 0.7 -0.1
-0.5 -0.1 7.4
0.3 -0.3 -7.3
-0.1 0.5 -1.0
0.2 -0.2 -0.5
0.1 -0.2 1.5
-1.5 -2.5 0.3
-1.0 -0.9 -1.7
2.4 3.2 1.5
-0.1 -0.5 -0.4
0.8 -0.6 -0.3
-0.6 1.1 0.6
1.9 -1.0 0.5
-0.5 -0.1 0.6
-1.3 0.4 -1.0



Below is an isolated molecule of C3H8N2, with properties calculated with ωB97M-V with the def2-TZVPD basis set.

Properties
Relative energy (zero: lowest compared OMol25 entry of this formula, charge and spin)   337.1 kJ/mol
LUMO level   0.0456 Eh
DFT total energy   -228.5203 hartree

Atoms and positions in Å:
C 0.267 -1.090 0.103
C -0.509 0.076 -0.405
C -1.766 0.558 0.233
N 0.886 0.120 0.582
N 1.995 0.592 -0.132
H -0.191 -1.688 0.883
H 0.836 -1.684 -0.619
H -0.264 0.445 -1.388
H -1.963 0.017 1.153
H -2.595 0.399 -0.459
H -1.708 1.621 0.462
H 2.236 -0.005 -0.928
H 2.776 0.639 0.514

Atomic forces in eV per Å
0.2 -0.2 -0.5
2.5 0.1 1.9
0.1 0.0 -0.1
-3.0 0.1 -1.0
0.5 0.1 -0.6
0.0 -0.1 0.0
-0.1 0.1 0.1
0.1 0.0 -0.1
-0.1 0.0 0.1
-0.1 0.0 0.1
0.0 0.1 0.0
0.1 0.0 0.3
-0.1 -0.1 -0.1



Below is an isolated molecule of C7H10O4, with properties calculated with ωB97M-V with the def2-TZVPD basis set.

Properties
Relative energy (zero: lowest compared OMol25 entry of this formula, charge and spin)   246.6 kJ/mol
LUMO level   0.0132 Eh
DFT total energy   -573.6303 hartree

Atoms and positions in Å:
C 1.839 0.566 0.266
C 0.913 -0.668 -0.069
C -0.206 1.654 -0.094
C -1.208 0.710 0.506
C -0.657 -0.693 0.346
C 1.554 -1.993 0.468
C -2.584 0.966 -0.284
O 3.041 0.438 0.244
O 0.932 -0.725 -1.527
O 1.164 1.707 0.370
O -1.227 -1.742 0.491
H -0.217 1.505 -1.179
H -0.609 2.730 0.119
H -1.384 0.821 1.646
H 1.656 -1.902 1.607
H 2.617 -2.071 -0.016
H 1.018 -3.060 0.226
H -2.328 0.455 -1.210
H -2.434 2.125 -0.396
H -3.417 0.649 0.321
H 1.537 -1.473 -1.835

Atomic forces in eV per Å
0.0 -1.9 -0.9
0.2 -2.9 -0.4
-0.8 3.3 0.3
-1.1 -1.0 1.7
1.4 0.2 -0.2
1.0 -1.3 0.1
3.7 2.0 0.9
-1.4 0.8 0.6
0.6 -0.9 -0.1
-0.2 0.1 0.3
0.1 0.8 -0.1
0.2 0.1 0.1
1.0 -1.8 -0.5
0.5 0.2 -1.7
0.0 -0.3 -1.6
-1.8 0.2 1.2
0.8 3.1 0.5
-1.2 0.1 -0.3
-1.4 -2.1 -0.2
-0.3 -0.1 -0.4
-1.2 1.5 0.9



Below is a cluster of 8 separate species, C20H54F6O19PS7 in total, with properties calculated with ωB97M-V with the def2-TZVPD basis set.

Properties
LUMO level (spin up / spin down)   -0.0787 / -0.2490 Eh
DFT total energy   -5951.7105 hartree
Spin multiplicity   2

Atoms and positions in Å:
P -0.022 -1.046 -0.444
F 1.086 -1.247 -1.683
F 0.761 -2.307 0.324
F 1.054 -0.060 0.365
F -1.026 -0.854 0.809
F -0.729 0.166 -1.288
F -1.061 -2.032 -1.192
O 4.523 0.989 6.026
S 4.073 1.936 5.030
O 4.970 3.014 4.622
O 3.671 1.054 3.756
C 2.754 0.010 3.977
C 2.966 -1.042 2.881
C 2.460 2.686 5.456
H 1.731 0.345 3.804
H 2.708 -0.543 4.914
H 3.934 -1.540 2.835
H 2.679 -0.748 1.871
H 2.389 -1.959 2.997
H 2.425 3.466 4.695
H 2.625 3.056 6.468
H 1.616 1.998 5.396
O 0.915 -2.381 5.716
S -0.295 -2.875 5.045
O -0.694 -4.256 5.203
O -1.590 -1.905 5.423
C -1.504 -0.528 5.150
C -2.546 -0.150 4.098
C -0.358 -2.528 3.195
H -0.486 -0.203 4.933
H -1.720 -0.059 6.110
H -2.916 0.869 3.985
H -3.449 -0.678 4.406
H -2.438 -0.430 3.050
H 0.056 -1.537 3.013
H -1.409 -2.715 2.972
H 0.235 -3.315 2.729
O -6.712 -3.437 -1.727
S -7.391 -2.960 -0.490
O -8.180 -3.957 0.263
O -6.310 -2.218 0.547
C -5.174 -1.664 -0.046
C -4.267 -1.250 1.067
C -8.568 -1.527 -0.775
H -5.570 -0.922 -0.739
H -4.657 -2.440 -0.610
H -4.684 -0.520 1.760
H -3.361 -0.980 0.525
H -3.966 -1.976 1.822
H -9.541 -1.996 -0.926
H -8.336 -1.024 -1.713
H -8.621 -0.788 0.025
O 3.181 4.594 -2.449
S 2.492 3.479 -3.068
O 1.808 3.738 -4.340
O 3.535 2.185 -3.159
C 3.131 1.034 -3.763
C 4.289 0.389 -4.467
C 1.298 2.713 -1.821
H 2.324 1.195 -4.478
H 2.727 0.361 -3.007
H 5.138 0.630 -3.828
H 4.486 0.794 -5.460
H 4.147 -0.692 -4.491
H 1.001 1.772 -2.283
H 0.589 3.528 -1.675
H 1.885 2.432 -0.946
O -5.627 0.509 -3.019
S -4.311 0.279 -3.599
O -4.186 -0.140 -5.021
O -3.330 1.556 -3.438
C -2.024 1.593 -4.157
C -2.207 2.710 -5.228
C -3.314 -0.986 -2.655
H -1.758 0.621 -4.570
H -1.328 1.817 -3.348
H -2.369 3.622 -4.655
H -3.147 2.590 -5.766
H -1.384 2.756 -5.941
H -2.462 -1.322 -3.247
H -3.913 -1.896 -2.622
H -3.269 -0.761 -1.590
O 4.654 -3.466 0.654
S 5.333 -2.275 0.198
O 6.112 -1.414 1.072
O 6.202 -2.628 -1.166
C 7.016 -1.598 -1.707
C 7.325 -1.865 -3.191
C 3.997 -1.287 -0.570
H 7.902 -1.345 -1.125
H 6.456 -0.666 -1.625
H 8.143 -2.556 -3.396
H 7.568 -0.931 -3.698
H 6.376 -2.104 -3.672
H 3.076 -1.531 -0.040
H 3.905 -1.409 -1.649
H 4.226 -0.253 -0.312
C -0.962 2.394 1.218
S -1.716 3.993 0.634
O -0.724 4.852 -0.188
C -2.799 3.119 -0.524
H -0.199 2.162 0.475
H -1.658 1.555 1.224
H -0.431 2.423 2.170
H -3.438 2.414 0.007
H -2.331 2.523 -1.307
H -3.485 3.803 -1.024

Atomic forces in eV per Å
2.5 -2.2 -0.6
-1.1 0.7 1.0
-1.3 0.9 -0.6
-1.0 0.4 -1.1
-0.2 0.2 -0.3
0.5 0.6 0.9
0.5 -0.1 0.7
-0.6 1.1 -0.4
1.1 -0.2 0.6
-1.7 -1.7 0.2
0.6 1.2 0.3
-1.3 -2.6 -1.6
0.1 -1.1 -0.5
1.4 -0.2 -0.3
-0.2 0.6 0.1
0.9 0.7 0.5
0.5 0.8 0.2
0.2 0.6 0.2
-0.7 0.3 0.7
-0.4 0.2 0.3
-0.3 0.2 -0.2
0.3 -0.1 0.1
-2.1 -0.4 -1.2
0.5 0.3 -1.2
0.1 1.7 0.3
1.0 -2.0 0.2
0.1 1.3 0.0
-1.3 -0.3 -0.3
0.6 -0.9 1.9
0.2 -0.2 -0.3
-0.3 0.3 -0.1
0.6 0.5 0.8
-0.2 -0.1 0.0
0.9 -0.5 0.1
-0.4 -0.2 -0.2
0.2 0.4 -0.1
0.1 0.2 0.0
-1.2 1.8 2.8
-1.0 -1.5 -0.1
2.0 2.3 -1.1
-2.7 -2.2 -0.3
0.1 -0.9 -0.1
0.6 0.7 0.3
0.4 -0.7 -0.8
0.8 0.7 0.0
-0.1 0.0 -0.2
0.0 0.8 -0.6
0.3 0.7 0.7
-0.2 -1.0 -0.7
0.1 -0.1 0.2
0.4 -0.1 0.1
0.4 -0.5 0.2
-0.4 -1.7 -0.6
-0.5 0.0 0.1
1.0 -1.1 1.9
0.0 4.4 1.0
-1.7 -2.4 -1.4
0.5 0.1 0.5
1.8 0.5 -1.5
-0.2 0.3 -0.1
0.0 -0.2 0.2
0.4 -0.3 -0.2
-0.1 -0.1 0.1
0.1 0.0 -0.2
-0.7 0.3 0.0
-0.3 -0.5 0.1
0.0 0.4 0.1
2.1 0.4 -0.3
1.5 -2.5 -2.5
-0.7 1.0 2.9
-0.7 -0.3 0.6
-1.1 0.5 -0.7
-0.1 -0.6 1.1
-2.1 -0.2 -0.4
-0.3 0.0 0.0
0.2 0.2 -0.3
0.5 0.3 -0.3
0.1 -0.5 -0.1
0.0 0.2 0.3
0.4 0.9 0.5
-0.6 0.0 -0.4
0.9 0.6 -0.4
1.6 0.7 -0.3
-1.2 0.9 -1.1
-0.6 -1.3 -0.9
-0.4 -0.9 1.6
0.3 1.4 -0.6
-0.6 0.6 0.4
0.6 0.5 0.9
0.2 -0.8 0.2
-0.3 0.2 -0.3
-0.4 -0.3 0.2
0.4 0.2 0.3
0.2 -0.7 -0.1
0.1 -0.3 -0.3
0.1 -0.3 0.2
0.0 0.1 -0.2
1.4 0.2 0.3
1.0 -1.7 -1.8
-1.3 -1.3 1.5
-1.5 0.5 -0.7
0.0 0.1 -0.3
-0.5 0.5 -0.1
-0.3 0.6 0.1
0.2 0.2 0.6
0.9 0.2 0.2
0.2 0.3 0.1



Below is an isolated molecule of C3H3P, with properties calculated with ωB97M-V with the def2-TZVPD basis set.

Properties
Relative energy (zero: lowest compared OMol25 entry of this formula, charge and spin)   160.1 kJ/mol
LUMO level   -0.0133 Eh
DFT total energy   -457.2840 hartree

Atoms and positions in Å:
C 1.120 -0.942 0.024
C -0.560 -0.248 0.047
C -1.608 0.267 -0.043
P 2.275 0.254 -0.027
H 1.034 -1.948 -0.172
H -2.590 0.575 0.079
H 1.500 1.381 0.277

Atomic forces in eV per Å
-5.1 5.3 0.0
7.5 -3.6 0.1
-2.1 0.7 0.2
0.8 -1.1 0.1
0.4 -2.0 -0.3
-1.1 0.6 -0.2
-0.4 0.0 -0.1



Below is a structure of composition C6H8Cl3CrF3NO9S3, with properties calculated with ωB97M-V with the def2-TZVPD basis set.

Properties
Relative energy (zero: lowest compared OMol25 entry of this formula, charge and spin)   62.1 kJ/mol
LUMO level (spin up / spin down)   -0.0592 / -0.0362 Eh
DFT total energy   -4884.3250 hartree
Spin multiplicity   2

Atoms and positions in Å:
Cr -0.112 0.693 0.741
O -0.320 -2.456 -0.726
Cl -0.682 -1.162 -1.134
O -1.270 -1.112 -2.410
O -1.607 -0.533 -0.106
O 0.479 -0.233 -1.012
O 2.907 0.273 0.589
C 2.547 1.415 0.583
O 1.298 1.830 0.843
H 3.211 2.273 0.396
S -1.154 2.502 -0.538
C -2.794 2.484 -0.144
N -3.483 1.486 0.371
C -4.929 1.653 0.472
C -5.171 3.157 0.501
S -3.779 3.890 -0.415
H -3.041 0.580 0.477
H -5.294 1.163 1.373
H -5.402 1.191 -0.397
H -5.161 3.548 1.517
H -6.107 3.426 0.020
Cl 1.594 1.520 4.016
C -0.042 2.082 4.147
Cl -1.075 1.852 2.660
H -0.056 3.153 4.310
H -0.560 1.512 4.905
F -1.999 -2.921 1.552
C -2.002 -2.142 2.624
F -2.802 -1.083 2.383
F -2.526 -2.819 3.646
S -0.303 -1.598 3.086
O 0.442 -2.800 3.228
O -0.520 -0.754 4.223
O 0.160 -0.829 1.871

Atomic forces in eV per Å
0.2 -0.5 -0.2
-0.1 -0.1 -0.1
0.0 0.4 0.5
0.0 0.2 -0.1
0.2 -0.2 -0.3
-0.1 -0.2 0.1
0.0 0.1 0.0
0.0 0.0 0.0
0.0 0.2 -0.1
0.0 -0.1 0.0
-0.2 0.0 0.1
0.2 0.0 -0.1
0.1 0.1 0.2
0.0 -0.1 -0.1
0.0 0.0 0.0
0.0 0.0 -0.1
-0.1 0.0 -0.1
0.0 0.0 0.0
0.0 0.0 0.0
0.0 0.0 0.0
0.0 0.0 0.0
0.1 0.0 -0.1
-0.1 0.0 0.0
0.0 0.2 0.2
0.0 0.0 0.0
0.0 0.0 0.0
0.0 0.0 0.1
-0.1 -0.1 0.0
0.0 0.0 0.0
0.1 0.1 -0.1
0.2 -0.1 -0.1
0.0 0.0 0.0
-0.1 0.0 0.0
-0.3 0.1 0.0